ORCA calculation (the ωB97M-V functional and the def2-TZVPD basis) on a 2-piece molecular cluster, CH5N3O2 overall in a non-equilibrium geometry.

Molar mass = 91.070 u
Energy above the lowest of the compared OMol25 structures with the same formula, charge and spin = 806.3 kJ/mol
Lowest unoccupied orbital energy (alpha / beta) = -1.48 / -1.41 eV

Positions of all 11 atoms, in Å:
1 C 1.48 0.03 0.14
2 N 0.20 0.69 0.27
3 N -1.23 -0.77 -0.76
4 N -0.96 0.07 0.13
5 O -2.29 -1.35 -0.96
6 O -2.36 1.38 1.25
7 H 1.39 -0.89 -0.44
8 H 2.17 0.70 -0.38
9 H 1.90 -0.23 1.12
10 H 0.11 1.40 1.00
11 H -0.42 -1.04 -1.38